{"formula": "C5H8O", "method": "ωB97M-V/def2-TZVPD", "relative_energy_ev": 1.173, "total_energy_ev": -7361.0819, "homo_ev": -9.8, "smiles": "O=CC1CCC1", "orbital_gap_ev": 10.8, "elements": ["O", "C", "C", "C", "C", "C", "H", "H", "H", "H", "H", "H", "H", "H"], "xyz": [[-1.620, -1.061, -1.869], [-1.548, -0.951, -0.668], [-0.745, 0.099, 0.047], [0.346, 0.822, -0.766], [1.365, 0.510, 0.356], [0.338, -0.434, 1.027], [-2.078, -1.666, 0.001], [-1.444, 0.779, 0.550], [0.549, 0.302, -1.707], [0.168, 1.877, -0.983], [2.304, 0.048, 0.041], [1.599, 1.382, 0.974], [0.566, -1.495, 0.875], [0.144, -0.272, 2.091]], "lowdin_charge": [0.054, -0.239, -0.279, -0.137, -0.165, -0.138, 0.128, 0.147, 0.108, 0.106, 0.100, 0.102, 0.109, 0.102]}